No. 1
# C30H81N5O13

A 8-piece molecular cluster, C30H81N5O13 overall at a distorted geometry (the ωB97M-V functional and the def2-TZVPD basis, the Open Molecules 2025 dataset).

Output
highest occupied orbital energy (spin up / spin down): 0.17 / -6.57 eV
2S+1: 2
HOMO-LUMO gap (spin up / spin down): 0.0783 / 0.3258 Ha
ΔE to the lowest compared entry with this formula, charge and spin: 0.0 kJ/mol
energy: -66482.4569 eV
net charge: -1
LUMO (spin up / spin down): 2.30 / 2.30 eV

The geometry in XYZ format:
```
129
Properties=species:S:1:pos:R:3:mulliken_spin:R:1
O -4.7942 4.8219 -2.0630 -0.016
O 1.4778 -0.4859 3.8928 0.003
O 1.9472 -3.9401 0.0886 -0.064
O -1.6415 -2.1882 -1.8216 -1.895
O -3.2372 -3.2092 3.9312 -0.030
O -4.9886 1.3513 1.7690 -0.013
O 3.1943 -7.8650 -0.8392 0.001
O 1.7084 1.1808 -0.4943 -0.038
O -0.4819 3.3018 -3.6912 -0.171
O 7.3348 -1.0705 4.7362 0.000
O -2.4003 5.1046 -7.9444 -0.001
O -0.8128 -0.0371 -0.2387 -0.085
O 1.5901 3.3768 1.0057 -0.009
N -3.0914 -0.9729 1.8144 -0.277
N 4.4510 -1.3092 3.9318 0.001
N 1.1989 -6.5841 0.5573 -0.004
N 0.1217 4.8314 -6.1820 0.000
N -1.7457 4.5943 0.0546 -0.002
C 0.6196 5.1464 -4.8005 0.002
C 2.3059 -8.6185 -0.0333 0.004
C -6.3423 0.8363 1.7000 0.009
C -2.6278 4.3056 -1.0670 -0.034
C -2.7850 -3.8789 5.1405 -0.004
C 5.3619 -2.4629 4.2136 0.000
C -4.0488 4.8164 -0.8410 0.004
C -2.9179 -2.4031 1.6987 0.679
C 0.3707 4.0561 1.1849 -0.012
C -3.8658 -0.5569 0.6677 0.845
C 1.6932 -2.6845 -0.6875 0.060
C 2.3984 3.5269 2.1376 0.001
C 3.4797 -1.6276 2.8726 0.001
C -0.4298 3.9936 -0.0878 -0.010
C -0.4526 1.8864 -3.2272 0.423
C 0.3432 0.3572 3.6732 0.022
C 6.4376 -2.0616 5.2623 0.000
C -2.9530 4.6182 -9.1475 0.003
C -5.9230 5.6693 -1.9751 0.009
C 1.8242 -7.7531 1.1281 0.001
C -1.2056 5.8990 -8.0615 0.000
C -4.2333 0.9215 0.5907 0.108
C 0.7792 3.8594 -4.0121 -0.004
C 1.1149 -5.5859 1.6290 -0.009
C 8.3957 -0.6654 5.6174 0.000
C 2.3667 -0.5898 2.7261 -0.048
C 0.9059 -4.2616 0.9713 -0.072
C 3.7081 -8.7432 -1.8740 0.004
C -2.2336 -3.0609 2.9014 -0.062
C -0.4274 6.0505 -6.7732 0.001
H 0.3382 6.8133 -6.9153 0.000
H -0.0694 -4.3690 0.4966 0.059
H 1.9433 -5.4586 2.3258 0.005
H 2.9558 -2.5742 3.0048 -0.002
H -2.2535 -1.4995 -2.0809 0.573
H -0.2217 0.1406 2.7666 0.008
H -0.1821 5.6999 -4.3116 -0.001
H 1.3978 -8.8862 -0.5734 -0.001
H 8.8802 -1.6058 5.8802 0.000
H -1.9397 -3.4415 5.6717 0.000
H -1.4215 -2.4573 3.3067 0.013
H 8.0514 -0.1215 6.4970 0.000
H -1.4503 1.6056 -2.8899 0.010
H -0.2918 0.2121 4.5472 0.001
H -0.2380 3.5588 1.9400 0.001
H -5.7832 6.6926 -1.6268 0.002
H 0.2944 -5.8808 2.2831 0.008
H -6.8334 0.7272 0.7331 -0.006
H -2.2286 -2.5445 0.8663 -0.219
H 1.0902 -8.3692 1.6475 0.000
H -2.2163 4.8222 -1.9341 0.004
H -1.3521 -0.1573 0.5430 0.317
H 0.4513 5.0980 1.4949 -0.001
H -4.7760 -1.1387 0.8133 0.288
H 5.0458 -0.5624 3.6023 0.000
H 0.2075 1.6175 -2.4026 -0.017
H 0.8440 -3.5085 1.7569 0.010
H -2.1125 4.2252 0.9202 0.000
H 4.5268 -8.3142 -2.4516 0.000
H -6.9567 1.5510 2.2476 -0.020
H 4.8392 -3.3764 4.4970 0.000
H -3.4607 -0.9447 -0.2670 -0.711
H -4.8783 1.1691 -0.2524 0.048
H -1.2313 6.4459 -6.1523 0.000
H -3.7738 -3.0324 1.4548 0.089
H -3.5206 5.3140 -9.7653 0.000
H -2.6327 3.2463 -1.3238 0.054
H -3.3521 1.5439 0.4354 -0.095
H 2.7469 4.5573 2.2080 0.001
H -6.3454 -0.1181 2.2266 0.012
H -0.5779 5.3466 -8.7607 0.000
H 6.0710 -1.6883 6.2186 0.000
H -3.7349 3.8964 -8.9116 -0.002
H 3.3063 2.9286 2.2136 -0.001
H 2.9349 -9.0456 -2.5803 -0.002
H 0.8118 0.9076 -0.3000 0.026
H 1.9128 -6.1669 -0.0227 0.005
H 1.8915 3.3231 3.0807 0.000
H 0.7369 1.3665 3.5532 -0.002
H -6.2958 5.6977 -2.9990 -0.002
H -0.6573 4.1893 -6.1516 0.004
H 1.5893 -1.8260 -0.0241 0.014
H -4.5349 4.1300 -0.1477 -0.019
H 1.8230 1.9946 -0.0035 0.003
H 1.2254 3.9854 -3.0256 0.001
H 0.2127 4.4120 -0.8626 0.003
H -2.6277 -4.9495 5.0096 0.000
H -1.3177 6.8799 -8.5235 0.000
H 2.7420 0.4027 2.4768 0.000
H 1.5102 3.2262 -4.5149 -0.004
H 2.7693 -9.4629 0.4768 0.001
H 2.5628 -2.6123 -1.3407 0.010
H -3.4363 -0.6512 2.7075 0.006
H 4.0196 -1.8327 1.9481 -0.001
H 1.5505 5.7115 -4.7549 0.001
H 9.1946 -0.0849 5.1560 0.000
H -3.4905 -3.7326 5.9584 -0.001
H -1.4735 -2.6761 -2.6278 0.950
H 1.7503 -0.9422 1.8991 0.016
H -0.9985 -0.8052 -0.7788 -0.038
H 0.8551 -2.7220 -1.3833 0.154
H -0.5410 2.9267 -0.2817 0.005
H -2.2252 4.1042 -9.7754 0.000
H -4.0093 5.8102 -0.3950 0.003
H 2.7081 -7.6462 1.7569 -0.001
H -1.9241 -4.0606 2.5965 0.011
H 4.0898 -9.6458 -1.3969 0.000
H 5.8753 -2.7293 3.2898 0.000
H 7.0228 -2.9672 5.4224 0.000
H -6.6641 5.1661 -1.3540 -0.004
H -0.2381 1.2724 -4.1019 0.115
```

No. 2
# C30H84ClN6O13

A 10-piece molecular cluster, C30H84ClN6O13 overall at a distorted geometry (the ωB97M-V functional and the def2-TZVPD basis, the Open Molecules 2025 dataset).

Output
highest occupied orbital energy: -5.63 eV
HOMO-LUMO gap: 0.2872 Ha
ΔE to the lowest compared entry with this formula, charge and spin: 247.5 kJ/mol
energy: -80537.4320 eV
net charge: -1
LUMO: 2.18 eV

The geometry in XYZ format:
```
134
Properties=species:S:1:pos:R:3:mulliken_charge:R:1
Cl -0.9822 -0.8026 0.6074 1.570
O -1.7144 -1.8812 1.2170 -0.638
O 0.9361 1.4135 -9.8135 -0.310
O -8.6555 4.7084 -0.2716 -0.296
O 0.7837 -6.4518 -8.7274 -0.275
O 3.1254 5.5386 7.1375 -0.265
O -0.7948 0.2275 1.6579 -0.661
O 6.9903 -1.2694 5.0106 -0.308
O 0.3005 -1.2216 0.1361 -0.643
O -1.6657 -0.2329 -0.4735 -0.629
O -7.1487 -1.3482 -1.9244 -0.524
O 5.7208 5.0765 -0.5906 -0.315
O -5.9861 -7.8203 2.5140 -0.512
O 2.0426 -2.6046 7.3824 -0.510
N 3.8563 5.5725 1.3973 -0.589
N -5.8677 5.0755 1.9044 -0.756
N 1.0953 -5.2280 -6.1725 -0.704
N -0.9303 -0.2605 -6.8901 -0.588
N 2.2279 3.1266 6.3460 -0.576
N 6.8383 0.7613 2.9553 -0.603
C 0.2472 -6.3594 -6.3749 0.580
C 6.7352 -1.1159 1.4112 -1.550
C 4.3072 5.2133 -1.1209 -0.663
C 0.1574 3.2469 7.8583 -1.439
C -3.6967 -7.8122 2.2102 -1.149
C -0.2064 0.8332 -7.5588 0.605
C 1.9793 5.0934 7.8799 -0.752
C 3.6832 6.6974 7.7746 -0.777
C 1.6482 -3.6698 6.4557 -0.257
C 0.9940 0.9727 -6.6484 -1.420
C 1.2512 3.9779 7.0689 0.313
C 3.4335 4.9480 0.1406 0.309
C -9.7946 3.8508 -0.3559 -0.778
C -0.7802 -6.2364 -5.2492 -1.473
C -6.1275 5.6725 -0.4370 -1.460
C 0.6669 -7.3548 -9.7864 -0.809
C 1.9546 5.3782 -0.1107 -1.509
C 6.4703 -0.6230 2.7805 0.361
C -7.9526 4.5702 0.9382 -0.685
C 0.0792 0.4051 -9.0569 -0.706
C 1.0852 1.0308 -11.1469 -0.746
C -6.8099 5.5762 0.9640 0.426
C 7.2106 -1.5739 3.6741 -0.769
C -7.8709 -2.8248 -0.1399 -1.090
C -4.7557 -7.5203 3.1937 -0.082
C -7.9163 -2.4697 -1.6244 -0.147
C -0.3149 -6.4553 -7.8242 -0.708
C 0.6551 -4.5624 7.1198 -0.966
C 7.8973 -1.9462 5.9929 -0.738
C 6.7342 4.7558 -1.5757 -0.731
H -0.8043 -5.5060 -8.0419 0.252
H 7.0249 -2.6278 3.4668 0.368
H 3.1076 7.6114 7.9208 0.284
H 6.5332 5.3464 -2.4694 0.313
H 0.5769 -0.5623 -9.1235 0.346
H 0.7015 4.3697 6.2131 0.285
H 1.6173 2.8098 5.6065 0.306
H 7.7200 5.0215 -1.1939 0.235
H 6.0790 -0.4728 0.8248 0.415
H -8.9073 -2.1367 -1.9330 0.257
H 1.7817 1.7881 -11.5069 0.249
H -6.2697 -1.3520 -1.5385 0.318
H 1.6338 0.0933 -6.5751 0.320
H -1.4279 -5.3739 -5.4066 0.334
H -2.7952 -7.4302 2.6892 0.350
H 7.8883 -1.4762 6.9764 0.260
H 2.2101 2.3327 6.9702 0.255
H 2.5112 -3.1279 8.0368 0.287
H -1.4039 -7.1303 -5.2567 0.358
H -4.4768 -8.1814 4.0143 0.231
H 1.3126 5.2830 0.7651 0.392
H -1.0045 -7.2811 -7.9989 0.426
H -3.5970 -8.8858 2.0506 0.295
H -0.4333 3.9802 8.4073 0.376
H 6.7994 1.1528 2.0251 0.230
H 4.1431 6.4544 0.9972 0.281
H 6.4271 -2.1593 1.3442 0.434
H 1.1218 -5.0899 -5.1723 0.271
H 1.6394 4.8109 -0.9864 0.394
H 0.6679 2.7695 8.6947 0.390
H 3.9796 6.2837 8.7385 0.329
H 1.9412 6.4311 -0.3923 0.394
H -3.7692 -7.2618 1.2721 0.317
H -7.5346 3.5659 1.0071 0.334
H -1.1001 -0.1318 -5.9028 0.227
H -8.6868 -3.5053 0.1036 0.319
H 0.9468 -7.1717 -6.1778 0.137
H -6.5791 6.4251 -1.0834 0.336
H 4.1520 4.4485 -1.8819 0.430
H -10.4153 3.9364 0.5360 0.310
H -7.1179 6.5432 1.3615 0.319
H -4.6567 -6.4598 3.4252 0.262
H -5.0781 5.9633 -0.3899 0.447
H 7.8181 0.6585 2.7328 0.294
H -6.0786 4.7708 -1.0474 0.296
H 1.1392 -5.1286 7.9155 0.301
H -6.4887 4.9568 2.6920 0.274
H -8.0184 -1.9186 0.4475 0.310
H -6.9075 -3.1630 0.2416 0.338
H 7.6717 -2.9792 6.2577 0.294
H 1.3819 -7.2941 -10.6069 0.256
H 6.7703 3.6807 -1.7520 0.258
H 1.2546 5.8958 8.0178 0.319
H -0.5712 2.6563 7.3029 0.353
H 1.3729 -3.1592 5.5329 0.362
H 4.1540 6.2228 -1.5024 0.321
H 0.7566 1.3453 -5.6519 0.399
H -6.6983 -7.7031 3.1470 0.288
H -9.5904 2.7843 -0.4509 0.301
H 8.2887 -1.5273 3.5210 0.346
H -0.3159 -7.2669 -10.2497 0.331
H -0.7618 1.7711 -7.5646 0.159
H 0.6436 -8.3945 -9.4600 0.327
H 5.4089 -0.7390 3.0000 0.298
H -10.4697 4.0979 -1.1751 0.267
H -5.6869 4.1454 1.5549 0.291
H -7.6417 -3.3947 -2.1314 0.220
H 7.7271 -1.0208 0.9693 0.366
H -0.3176 -6.2860 -4.2635 0.454
H 1.5907 0.0776 -11.3017 0.314
H -1.7880 -0.4686 -7.3811 0.186
H 3.4164 3.8762 0.3380 0.212
H 0.5955 -4.3912 -6.4370 0.238
H 1.6862 1.7033 -7.0670 0.332
H 2.9980 5.9598 1.7626 0.267
H -8.5590 4.8064 1.8125 0.374
H 4.5754 7.0044 7.2290 0.256
H 0.1967 1.0191 -11.7782 0.291
H 0.2622 -5.2743 6.3939 0.296
H 2.2679 4.7267 8.8650 0.344
H 2.5008 -4.3191 6.2567 0.209
H 8.9103 -1.9564 5.5908 0.305
H -0.2406 -4.1094 7.5446 0.277
H -0.8478 0.1608 -9.5757 0.347
```